1.
Formula: C5H5N
Source: OMol25
Level of theory: wB97M-V/def2-TZVPD

Values from the calculation:
highest occupied orbital energy (alpha / beta) = -9.168 / -8.823 eV
multiplicity = 1
gap between HOMO and LUMO (alpha / beta) = 7.885 / 8.052 eV
total energy = -6748.458 eV
LUMO (alpha / beta) = -1.3 / -0.8 eV
energy relative to the best compared isomer or geometry (same formula, charge and spin) = 718.8 kJ/mol

CARTESIAN COORDINATES (ANGSTROEM)
H 0.7607 1.5701 1.0980
C -1.1469 1.3010 -0.1929
C -0.0755 -0.4164 -1.8596
H -0.8941 0.3207 -1.8078
C 0.5669 -0.9829 -0.8864
N -1.5825 1.3200 0.9463
H 1.4509 -1.5664 -0.9527
C -0.0049 0.8576 0.6422
H -0.4930 -1.1106 0.9708
H 1.1134 -0.7838 1.3236
C 0.3050 -0.5092 0.7185



2.
Formula: C22H22BNO3
Source: OMol25
Level of theory: wB97M-V/def2-TZVPD

Values from the calculation:
highest occupied orbital energy = -9.039 eV
structure (SMILES) = C[C@@H](NC(=O)c1ccccc1C(c1ccccc1)c1ccccc1)B(O)O
multiplicity = 1
gap between HOMO and LUMO = 9.682 eV
total energy = -31483.568 eV
LUMO = 0.6 eV
energy relative to the best compared isomer or geometry (same formula, charge and spin) = 0.0 kJ/mol

CARTESIAN COORDINATES (ANGSTROEM)
H -4.0429 1.6051 -2.5262
H 3.7922 -0.9199 -1.0556
C 5.3123 0.7805 1.4179
O -5.1172 -0.8614 -2.9194
H 6.2704 1.1135 1.7439
C 1.3882 -1.7202 2.0126
C -1.0224 -2.8251 1.3355
H -1.9370 0.2049 -2.4982
H 2.3464 -1.2841 2.2781
H -5.4802 -1.6419 -3.3068
H -1.9240 -3.2823 1.0395
C 1.3503 -0.1769 -0.0384
O -3.1973 -2.3927 -2.8712
H -2.6779 -0.3123 0.1389
H 1.2503 -2.9563 3.7775
H 2.0286 1.2971 2.0731
H 1.3949 -0.5876 -1.0572
H -3.2634 1.8270 -0.9525
C 0.4694 1.0976 -0.1518
C 2.7653 0.1693 0.4483
C 0.6364 1.9992 -1.1766
H -0.8521 -3.9394 3.1396
C 0.7615 -1.3009 0.8416
H -1.8509 2.7826 1.6097
H -1.4975 4.4166 -0.2829
N -2.3526 -0.7636 -0.7350
O -0.6552 -1.8039 -1.8048
C -0.0719 3.1700 -1.2663
B -3.7850 -1.1756 -2.6357
H -2.2763 -2.3131 -2.5392
H -0.5894 0.7526 1.6737
C -2.8251 -0.0992 -1.9330
C 3.9181 -0.3279 -0.1704
C 4.1784 1.2632 2.0508
H 6.0568 -0.4427 -0.1689
C 2.9286 0.9751 1.5612
H 1.3132 1.7173 -1.9723
H 0.1133 3.8567 -2.0488
C -1.1627 -1.4648 -0.7472
C 5.1791 -0.0204 0.3063
C -1.1993 2.5384 0.7718
C -0.4281 -3.1978 2.4949
H 4.2679 1.9470 2.8808
H -4.6252 0.7876 -1.1051
C -1.0002 3.4519 -0.2423
C -3.7161 1.0892 -1.6347
C 0.7690 -2.6229 2.8683
C -0.4324 1.4088 0.8399
C -0.5084 -1.8183 0.5367



3.
Formula: C39H46MoP2
Source: OMol25
Level of theory: wB97M-V/def2-TZVPD

Values from the calculation:
highest occupied orbital energy (alpha / beta) = -13.471 / -13.164 eV
multiplicity = 3
gap between HOMO and LUMO (alpha / beta) = 7.330 / 5.106 eV
total energy = -61600.968 eV
LUMO (alpha / beta) = -6.1 / -8.1 eV
charge = +2
energy relative to the best compared isomer or geometry (same formula, charge and spin) = 0.0 kJ/mol

CARTESIAN COORDINATES (ANGSTROEM)
H 0.3822 2.6316 2.1598
C -0.4688 2.1118 2.6258
H 2.2851 -0.4454 -7.6475
C 1.3662 4.6901 -1.0735
H 0.9791 -0.4552 -5.5239
H -0.0179 3.7574 -2.4521
P 1.1750 1.0589 -3.0034
P -0.3353 -1.4823 -2.9997
C -1.8659 -2.7230 -5.1268
H 0.6781 1.8325 4.4284
H -3.0078 -3.2942 1.7042
H -1.9936 3.1383 4.6591
C -0.7734 -1.6774 -0.2864
C 0.9272 3.6712 -1.9203
C -2.6271 0.1159 3.2772
C 3.4896 2.4262 -6.2376
C -1.2227 0.0027 -3.5665
H -3.8952 -3.9646 -0.5401
H 1.8729 1.2035 1.9368
C 0.1676 -3.8280 -4.4213
C 0.3262 -1.5223 4.2576
C -1.4047 2.2903 5.0434
Mo -0.2197 -0.1604 2.7278
H -1.9608 3.0745 1.4883
H 0.7801 -0.2082 7.4852
H -2.2406 -0.1566 -3.9747
C -1.3741 -2.1297 0.8794
C -0.7344 -2.7488 -4.2976
H -2.9827 -0.8018 2.7794
H -1.1995 -5.4218 -7.1130
H -3.3515 2.1825 3.2511
H 0.9942 -2.1566 3.6495
H -0.5616 -2.1378 4.4622
H -2.1432 0.8935 6.5680
H 2.2031 -2.0404 7.1663
C 1.7160 0.3355 -5.7020
H 2.5398 -2.7675 5.5942
H -0.0846 0.5647 6.1519
H -2.7301 -3.2981 -2.6138
C 3.4126 3.4688 -0.5985
C -2.4088 0.0263 4.6406
H 2.8750 3.2254 -4.3338
C -2.0306 -3.6769 -6.1327
H -0.6996 -0.9501 6.8559
C 0.2132 -0.4083 6.5639
C 1.0813 -1.1532 5.5643
H 2.2447 -0.5356 1.8989
C 2.5799 4.5862 -0.3851
H -2.6277 -1.9543 -4.9915
C 3.3661 1.3684 -7.1555
H -2.2699 -0.9692 5.0822
C 1.9445 1.3117 -4.7069
H 4.3801 3.4068 -0.1017
C 1.7982 0.2732 2.5101
H 2.3664 0.3600 3.4481
C 2.7724 2.3958 -5.0361
C -1.7289 2.0406 1.7988
C -1.0943 -4.7010 -6.3017
H 3.9755 1.3462 -8.0599
H -0.9076 -1.9498 1.9095
H 1.9052 -0.4712 5.2948
H -1.6206 1.5065 0.8321
H 0.6740 -5.6302 -5.4847
C -2.9259 1.4304 2.5710
H 3.6376 1.5896 -1.6377
H -1.0080 2.2121 -3.5728
H 4.1616 3.2580 -6.4666
C -2.5113 -2.9623 0.7899
C -0.3653 1.8160 4.0231
H 0.0504 -0.9562 -0.2250
C -2.3550 -2.9649 -1.6439
C 2.9888 2.4511 -1.4519
C -1.2408 -2.1189 -1.5491
H -2.8930 -3.6313 -6.8019
H 2.8894 5.3604 0.3204
H -0.8552 2.7789 5.8655
H 1.0292 -3.1602 6.4605
H 1.0153 -3.8985 -3.7346
C -0.5765 1.2153 -3.4023
C -0.0223 -4.7929 -5.4040
C -2.9962 -3.3498 -0.4676
H 0.7490 5.5814 -0.9380
C 2.4340 0.3440 -6.9023
H -3.7777 1.2491 1.8882
C 1.7443 -2.3661 6.2283
C -2.4017 1.2146 5.5506
H -3.3878 1.6934 5.6780
C 1.7287 2.5301 -2.0844



4.
Formula: C5H10N3O2S
Source: OMol25
Level of theory: wB97M-V/def2-TZVPD

Values from the calculation:
highest occupied orbital energy (alpha / beta) = -11.872 / -11.872 eV
structure (SMILES) = C/N=C\O[S@]1(=O)=CNC(=[NH2+])C1
multiplicity = 1
gap between HOMO and LUMO (alpha / beta) = 8.455 / 8.455 eV
total energy = -24737.250 eV
LUMO (alpha / beta) = -3.4 / -3.4 eV
charge = +1
energy relative to the best compared isomer or geometry (same formula, charge and spin) = 357.6 kJ/mol

CARTESIAN COORDINATES (ANGSTROEM)
N 0.6947 -2.6424 -2.5440
S -0.7228 -0.8404 0.4960
O -0.7058 -2.0105 1.3143
C -0.2020 1.2904 1.8662
C 0.5947 0.3912 0.9962
H 1.3133 2.2034 2.8906
C -0.0633 -2.5411 -1.5965
H 0.8618 0.8655 0.0531
H 1.1774 -0.6180 -2.9345
H 1.2222 -1.7712 -4.3035
H -2.1584 1.7361 2.2051
H -0.5567 -3.3519 -1.0961
C 1.4186 -1.6375 -3.2404
H 2.4792 -1.8388 -3.0810
N -1.4928 1.1952 1.6615
C -1.9849 0.4048 0.6165
O -0.3905 -1.2152 -0.9858
H 1.4628 -0.0442 1.4864
H -2.9619 -0.0146 0.8193
N 0.3222 2.0525 2.8405
H -0.2794 2.6634 3.3698



5.
Formula: C4HClNO3
Source: OMol25
Level of theory: wB97M-V/def2-TZVPD

Values from the calculation:
highest occupied orbital energy = -4.834 eV
structure (SMILES) = O=C([O-])c1oncc1Cl
multiplicity = 1
gap between HOMO and LUMO = 8.171 eV
total energy = -24318.696 eV
LUMO = 3.3 eV
charge = -1
energy relative to the best compared isomer or geometry (same formula, charge and spin) = 0.0 kJ/mol

CARTESIAN COORDINATES (ANGSTROEM)
O 2.7097 0.0465 -1.0660
C 0.3720 0.3578 -0.1483
C -0.6573 -0.6733 -0.1487
C 2.0354 0.2221 -0.0696
N -1.5757 1.2837 0.2007
H -2.6657 -0.5098 0.3568
Cl -0.5036 -2.4801 -0.4774
O -0.2232 1.5097 0.0988
C -1.7966 0.0154 0.1427
O 2.3050 0.2280 1.1109



6.
Formula: C6H16IrO9P2S2
Source: OMol25
Level of theory: wB97M-V/def2-TZVPD

Values from the calculation:
highest occupied orbital energy (alpha / beta) = -12.665 / -12.665 eV
multiplicity = 1
gap between HOMO and LUMO (alpha / beta) = 7.647 / 7.627 eV
total energy = -67993.369 eV
LUMO (alpha / beta) = -5.0 / -5.0 eV
charge = +1
energy relative to the best compared isomer or geometry (same formula, charge and spin) = 196.7 kJ/mol

CARTESIAN COORDINATES (ANGSTROEM)
H 0.1859 3.8368 -1.9958
P 1.5409 -3.6333 -0.8833
P -0.8829 -2.8925 -1.9359
H 1.1564 4.6111 -0.7146
O 0.7485 -0.1284 0.7311
H -0.8185 5.0129 0.6662
Ir 0.3002 -0.6251 -1.3972
H 2.2680 0.7339 2.8209
O 2.0150 -4.3250 0.3014
H 0.0522 -3.0050 1.4972
H 2.2511 -0.7321 3.8403
H 0.6252 -2.7318 3.1553
C 0.2580 4.0341 -0.9256
C 1.6973 -0.1491 3.1033
O 0.0121 -2.1466 -2.9302
S 1.5179 -1.1550 1.6362
C -1.3140 2.3335 0.3704
O 0.4712 1.4713 -1.4276
H -1.3631 5.4727 -0.9512
H 0.7164 0.1370 3.4827
H -2.9173 3.7926 0.2666
H -2.4643 -4.3633 -2.1164
C -2.0298 3.5048 -0.2946
H -2.3407 3.2309 -1.3041
S 0.4306 2.3956 -0.1509
O -1.3841 -1.8572 -0.9264
C 0.2494 -2.2475 2.2529
O -1.9952 -3.7072 -2.6578
H 1.9141 -3.5487 -3.0141
H -0.6462 -1.6567 2.4460
O -0.0427 -3.9671 -1.1538
H -1.3340 2.3990 1.4591
O 1.5665 -2.0621 -0.7411
C -1.0128 4.6406 -0.3430
H -1.6755 1.3518 0.0686
O 2.2444 -4.0248 -2.2347



Which value of multiplicity does entry 6 give?
1